Entry 1:
# C49H42N7OS2Sc

A molecular structure, C49H42N7OS2Sc at a distorted geometry (ωB97M-V with the def2-TZVPD basis set, the Open Molecules 2025 dataset).

The geometry in XYZ format:
```
102
Properties=species:S:1:pos:R:3:lowdin_charge:R:1
Sc 0.14 -0.03 0.82 1.01
C -1.09 2.76 4.23 -0.08
C -1.46 1.85 5.20 -0.09
C -1.17 0.51 5.02 -0.06
C -0.53 0.09 3.84 -0.22
C -0.21 0.98 2.80 -0.18
C -0.50 2.33 3.05 -0.16
C -0.15 -1.32 3.68 -0.21
C 0.21 -2.11 4.79 0.01
C 0.62 -3.40 4.61 0.01
C 0.64 -3.95 3.31 -0.16
C 1.03 -5.27 3.03 -0.03
C 1.00 -5.75 1.75 -0.07
C 0.57 -4.93 0.70 -0.06
C 0.19 -3.63 0.94 -0.02
C 0.24 -3.10 2.25 -0.20
N -0.10 -1.79 2.44 0.10
H -1.29 3.82 4.38 0.10
H -1.97 2.17 6.10 0.10
H -1.47 -0.22 5.76 0.10
H -0.27 3.07 2.29 0.07
H 0.19 -1.67 5.78 0.11
H 0.94 -4.02 5.45 0.12
H 1.33 -5.91 3.86 0.11
H 1.31 -6.77 1.55 0.10
H 0.53 -5.32 -0.31 0.11
H -0.15 -2.97 0.16 0.07
C -5.77 1.98 -2.34 -0.07
C -5.51 0.99 -1.21 -0.21
N -4.45 1.46 -0.32 -0.12
C -4.77 2.54 0.61 -0.25
C -6.09 2.32 1.34 -0.08
C -3.17 1.11 -0.56 -0.71
S -1.88 1.98 0.12 0.77
N -2.99 0.13 -1.46 0.10
C -2.03 -0.75 -1.40 -0.43
O -1.28 -0.97 -0.39 -0.16
C -1.82 -1.58 -2.63 -0.12
C -1.01 -2.71 -2.60 -0.03
C -0.80 -3.46 -3.74 -0.08
C -1.40 -3.09 -4.94 -0.09
C -2.21 -1.96 -4.98 -0.07
C -2.42 -1.21 -3.84 -0.01
H -6.50 1.57 -3.04 0.07
H -4.84 2.17 -2.88 0.08
H -6.15 2.93 -1.97 0.07
H -5.20 0.04 -1.62 0.10
H -6.42 0.82 -0.63 0.10
H -4.79 3.50 0.08 0.12
H -3.96 2.60 1.32 0.06
H -6.95 2.47 0.69 0.07
H -6.16 3.04 2.16 0.08
H -6.13 1.32 1.77 0.08
H -0.56 -3.01 -1.67 0.09
H -0.18 -4.35 -3.69 0.10
H -1.24 -3.68 -5.84 0.10
H -2.67 -1.67 -5.92 0.10
H -3.05 -0.34 -3.86 0.11
N 2.46 -2.08 -2.76 0.14
C 2.11 -1.00 -3.50 -0.16
C 1.69 -1.11 -4.84 -0.03
C 1.29 -0.01 -5.54 -0.08
C 1.29 1.28 -4.93 -0.08
C 1.75 1.46 -3.67 0.02
C 2.22 0.34 -2.89 -0.18
N 1.38 -0.99 -1.05 0.00
C 2.25 -2.04 -1.38 -0.28
C 3.17 -2.44 -0.37 -0.35
C 4.28 -3.24 -0.44 -0.37
S 5.00 -3.43 1.11 0.98
C 3.79 -2.39 1.76 -0.47
N 2.93 -1.95 0.92 0.05
H 2.68 -2.94 -3.23 0.16
H 1.66 -2.10 -5.30 0.11
H 0.94 -0.11 -6.56 0.10
H 0.93 2.13 -5.50 0.10
H 1.78 2.44 -3.21 0.12
H 4.70 -3.72 -1.31 0.06
H 3.78 -2.14 2.81 0.08
N 3.05 1.74 2.56 0.13
C 2.60 3.02 2.26 -0.29
C 2.65 4.01 3.25 -0.04
C 2.32 5.32 2.96 -0.10
C 1.91 5.67 1.68 -0.10
C 1.87 4.70 0.70 -0.05
C 2.21 3.38 0.96 -0.16
C 2.36 2.41 -0.17 -0.21
C 3.53 2.67 -0.99 -0.02
C 4.10 1.68 -1.71 -0.03
C 3.43 0.41 -1.90 -0.08
C 2.03 0.31 -1.32 -0.28
C 1.62 1.28 -0.30 -0.07
H 2.80 1.03 1.89 0.05
H 2.91 1.46 3.51 0.09
H 2.98 3.74 4.24 0.11
H 2.39 6.07 3.74 0.10
H 1.65 6.70 1.45 0.09
H 1.55 4.96 -0.31 0.12
H 4.05 3.61 -0.86 0.12
H 5.09 1.79 -2.13 0.11
H 4.08 -0.46 -1.99 0.15
H 0.59 -1.05 -1.70 0.10
```

E_HOMO	-6.04	eV
HOMO-LUMO gap	5.71	eV
E	-106344.39569	eV
multiplicity	1
molecular weight	854.0	g mol⁻¹

---

Entry 2:
# C49H45F11P

9 unconnected molecules or ions with the total composition C49H45F11P at a distorted geometry (ωB97M-V with the def2-TZVPD basis set, the Open Molecules 2025 dataset).

The geometry in XYZ format:
```
106
Properties=species:S:1:pos:R:3:lowdin_charge:R:1
F 7.55 -2.50 3.65 -0.04
C 7.07 -1.68 2.61 -0.65
F 7.59 -0.39 2.71 -0.01
F 7.68 -2.22 1.46 -0.04
P 5.13 -1.80 2.51 0.26
H 5.21 -3.19 2.94 -0.07
H 4.96 -1.42 3.91 -0.08
H 4.98 -0.40 2.16 -0.08
H 5.30 -2.19 1.10 -0.08
H 3.69 -1.99 2.34 -0.11
F 1.59 -0.95 2.67 0.04
C 1.05 -0.47 1.55 -0.28
C 1.42 0.79 1.10 0.00
C 0.86 1.29 -0.07 -0.08
C -0.07 0.53 -0.77 -0.10
C -0.43 -0.73 -0.31 -0.09
C 0.13 -1.24 0.85 -0.01
H 2.14 1.37 1.67 0.12
H 1.15 2.27 -0.43 0.07
H -0.51 0.92 -1.68 0.10
H -1.16 -1.32 -0.86 0.09
H -0.13 -2.22 1.22 0.09
F 3.78 -2.25 -0.99 0.07
C 3.91 -3.52 -1.37 -0.30
C 2.98 -4.45 -0.93 -0.02
C 3.11 -5.78 -1.32 -0.09
C 4.17 -6.16 -2.14 -0.11
C 5.10 -5.22 -2.57 -0.10
C 4.96 -3.89 -2.18 -0.02
H 2.16 -4.13 -0.29 0.11
H 2.38 -6.51 -1.00 0.10
H 4.27 -7.20 -2.44 0.09
H 5.92 -5.52 -3.20 0.10
H 5.67 -3.14 -2.51 0.12
F -0.54 -3.72 2.32 0.05
C -0.94 -3.82 3.59 -0.27
C -0.54 -2.87 4.51 0.01
C -0.96 -2.98 5.83 -0.09
C -1.77 -4.04 6.22 -0.13
C -2.16 -5.00 5.29 -0.08
C -1.75 -4.88 3.96 -0.01
H 0.09 -2.05 4.19 0.11
H -0.66 -2.23 6.56 0.11
H -2.09 -4.13 7.25 0.10
H -2.79 -5.83 5.59 0.10
H -2.06 -5.61 3.22 0.11
F -0.23 -3.72 -1.92 0.06
C -0.41 -3.50 -3.23 -0.29
C -1.68 -3.58 -3.76 -0.02
C -1.87 -3.35 -5.12 -0.09
C -0.77 -3.05 -5.93 -0.11
C 0.50 -2.98 -5.38 -0.08
C 0.69 -3.21 -4.02 0.00
H -2.52 -3.81 -3.12 0.11
H -2.86 -3.39 -5.55 0.10
H -0.92 -2.88 -6.99 0.10
H 1.35 -2.76 -6.01 0.10
H 1.67 -3.15 -3.58 0.12
F 2.11 3.45 -1.78 0.06
C 1.76 4.75 -1.75 -0.28
C 1.83 5.49 -2.92 -0.01
C 1.47 6.84 -2.89 -0.10
C 1.05 7.42 -1.69 -0.12
C 0.99 6.66 -0.53 -0.08
C 1.34 5.31 -0.56 -0.01
H 2.16 5.03 -3.83 0.12
H 1.51 7.43 -3.79 0.10
H 0.77 8.46 -1.67 0.10
H 0.67 7.11 0.40 0.10
H 1.30 4.70 0.33 0.12
F -0.85 -5.64 9.41 0.05
C 0.45 -5.78 9.08 -0.28
C 0.90 -5.25 7.88 0.00
C 2.24 -5.38 7.54 -0.06
C 3.11 -6.04 8.40 -0.09
C 2.64 -6.57 9.60 -0.09
C 1.30 -6.44 9.94 -0.03
H 0.21 -4.74 7.22 0.08
H 2.61 -4.96 6.61 0.12
H 4.16 -6.15 8.14 0.10
H 3.32 -7.10 10.26 0.10
H 0.92 -6.84 10.87 0.11
F -1.68 6.22 -2.70 0.07
C -2.22 6.70 -3.82 -0.28
C -1.86 7.96 -4.27 -0.02
C -2.42 8.46 -5.44 -0.09
C -3.35 7.70 -6.14 -0.10
C -3.71 6.44 -5.68 -0.09
C -3.14 5.93 -4.52 -0.01
H -1.14 8.54 -3.70 0.11
H -2.13 9.44 -5.80 0.10
H -3.79 8.09 -7.05 0.10
H -4.43 5.85 -6.23 0.10
H -3.41 4.95 -4.15 0.12
F -7.11 6.37 -5.73 0.05
C -7.52 6.26 -4.46 -0.29
C -7.12 7.21 -3.53 -0.02
C -7.55 7.09 -2.21 -0.08
C -8.36 6.02 -1.84 -0.10
C -8.74 5.07 -2.78 -0.09
C -8.32 5.19 -4.10 -0.02
H -6.49 8.03 -3.84 0.12
H -7.25 7.84 -1.48 0.10
H -8.69 5.93 -0.81 0.10
H -9.36 4.24 -2.48 0.10
H -8.62 4.47 -4.84 0.12
```

E_HOMO	-3.17	eV
net charge	-1
HOMO-LUMO gap	4.99	eV
E	-90721.12088	eV
multiplicity	1
molecular weight	873.9	g mol⁻¹

---

Entry 3:
# C49H46AsN4O2SSiSr

A molecular structure, C49H46AsN4O2SSiSr at a distorted geometry (ωB97M-V with the def2-TZVPD basis set, the Open Molecules 2025 dataset).

The geometry in XYZ format:
```
105
Properties=species:S:1:pos:R:3:lowdin_charge:R:1
Sr -0.64 -0.61 1.62 1.10
O 0.48 0.04 5.76 0.07
C -0.14 -0.22 4.74 -0.45
N 0.18 -1.08 3.74 -0.05
C 1.09 -2.07 3.95 -0.47
O 1.52 -2.50 5.00 0.07
C 1.60 -2.76 2.66 -0.18
C 2.64 -3.67 2.80 0.00
C 3.12 -4.31 1.67 -0.06
C 2.55 -4.03 0.44 -0.06
C 1.52 -3.11 0.40 -0.14
N 1.06 -2.48 1.47 0.01
C -1.43 0.58 4.49 -0.18
C -2.00 1.27 5.56 0.00
C -3.16 1.99 5.34 -0.06
C -3.71 2.02 4.07 -0.05
C -3.07 1.32 3.06 -0.13
N -1.96 0.62 3.27 -0.04
H 3.03 -3.86 3.79 0.12
H 3.93 -5.03 1.75 0.11
H 2.89 -4.51 -0.47 0.10
H 1.05 -2.84 -0.55 0.09
H -1.52 1.22 6.52 0.12
H -3.64 2.52 6.15 0.10
H -4.61 2.57 3.85 0.10
H -3.44 1.32 2.04 0.12
C -0.48 1.80 0.48 -0.36
Si 1.06 2.43 -0.20 0.54
C 2.46 2.29 1.08 -0.25
N 2.65 0.92 1.55 -0.19
C 3.12 0.87 2.93 -0.21
C 4.54 1.44 3.12 -0.17
C 5.47 0.93 2.01 -0.19
C 4.85 -0.26 1.29 -0.19
C 3.53 0.15 0.65 -0.19
C 1.63 1.53 -1.78 -0.25
C 2.72 1.99 -2.52 -0.11
C 3.16 1.33 -3.66 -0.10
C 2.50 0.18 -4.09 -0.10
C 1.41 -0.30 -3.37 -0.07
C 0.99 0.37 -2.23 -0.10
C 1.06 4.25 -0.77 -0.23
C 1.57 5.30 0.00 -0.10
C 1.46 6.62 -0.41 -0.11
C 0.83 6.94 -1.60 -0.12
C 0.31 5.91 -2.38 -0.10
C 0.43 4.60 -1.97 -0.10
H -1.32 2.03 -0.19 -0.05
H -0.66 2.35 1.41 -0.04
H 2.17 2.91 1.93 0.08
H 3.41 2.72 0.70 0.09
H 3.10 -0.16 3.28 0.11
H 2.41 1.41 3.56 0.12
H 4.90 1.15 4.10 0.11
H 4.50 2.53 3.11 0.10
H 6.45 0.67 2.41 0.10
H 5.64 1.73 1.27 0.10
H 4.70 -1.08 2.00 0.10
H 5.52 -0.64 0.51 0.11
H 3.00 -0.73 0.27 0.10
H 3.75 0.77 -0.23 0.10
H 3.23 2.90 -2.21 0.10
H 4.01 1.71 -4.21 0.09
H 2.83 -0.33 -4.98 0.09
H 0.88 -1.18 -3.71 0.08
H 0.14 -0.01 -1.67 0.04
H 2.08 5.08 0.93 0.09
H 1.87 7.41 0.21 0.09
H 0.73 7.97 -1.91 0.09
H -0.19 6.15 -3.32 0.09
H 0.03 3.81 -2.60 0.10
S -3.18 -2.20 1.78 0.44
C -3.61 -3.40 0.58 -0.77
C -4.41 -4.50 0.93 -0.14
C -4.82 -5.42 0.00 -0.11
C -4.44 -5.29 -1.34 -0.12
C -3.64 -4.23 -1.71 -0.12
C -3.22 -3.29 -0.77 -0.43
As -2.01 -1.83 -1.17 1.27
C -1.58 -2.29 -3.04 -0.40
C -2.07 -1.65 -4.17 -0.09
C -1.64 -2.02 -5.44 -0.09
C -0.72 -3.05 -5.59 -0.10
C -0.24 -3.71 -4.47 -0.10
C -0.66 -3.32 -3.21 -0.15
C -3.25 -0.35 -1.46 -0.38
C -2.75 0.84 -2.00 -0.15
C -3.58 1.94 -2.15 -0.09
C -4.91 1.87 -1.77 -0.10
C -5.41 0.69 -1.22 -0.09
C -4.58 -0.41 -1.07 -0.10
H -4.71 -4.59 1.97 0.09
H -5.44 -6.26 0.30 0.09
H -4.77 -6.02 -2.08 0.09
H -3.34 -4.12 -2.75 0.09
H -2.79 -0.85 -4.07 0.10
H -2.02 -1.51 -6.31 0.10
H -0.39 -3.34 -6.58 0.10
H 0.47 -4.52 -4.58 0.10
H -0.27 -3.84 -2.33 0.09
H -1.71 0.91 -2.28 0.08
H -3.18 2.86 -2.56 0.10
H -5.56 2.73 -1.88 0.09
H -6.44 0.63 -0.90 0.10
H -4.97 -1.32 -0.63 0.09
```

E_HOMO	-4.46	eV
net charge	-1
HOMO-LUMO gap	6.81	eV
E	-142007.71786	eV
multiplicity	1
molecular weight	945.6	g mol⁻¹

---

Entry 4:
# C49H47ClN8O22P2S

8 unconnected molecules or ions with the total composition C49H47ClN8O22P2S at a distorted geometry (ωB97M-V with the def2-TZVPD basis set, the Open Molecules 2025 dataset).

The geometry in XYZ format:
```
130
Properties=species:S:1:pos:R:3:lowdin_charge:R:1
C 3.18 -1.98 3.04 0.14
C 2.61 -2.87 2.08 0.00
C 1.75 -3.73 0.93 -0.38
C 2.45 -5.13 0.46 -0.52
Cl 1.28 -6.53 0.13 0.62
C 3.62 -5.70 1.49 -0.26
C 3.03 -6.25 2.92 -0.14
O 1.91 -2.82 -0.24 -0.21
S 0.88 -1.49 0.21 0.89
O 1.61 -0.16 0.64 -0.33
O 0.08 -0.96 -1.04 -0.35
O -0.05 -2.19 1.49 -0.31
C 0.14 -3.65 1.22 -0.54
P -1.11 -3.93 -0.19 0.95
N -2.52 -2.83 -0.03 -0.16
O -1.83 -5.55 -0.08 -0.38
P -0.52 -4.38 2.90 0.79
O -0.16 -5.91 3.10 -0.36
O -2.29 -4.31 2.76 -0.23
O -0.09 -3.36 4.26 -0.18
H 3.66 -1.06 3.63 0.09
H 3.03 -4.90 -0.57 0.15
H 4.13 -6.63 0.95 0.12
H 4.48 -4.89 1.61 0.12
H 3.95 -6.73 3.52 0.07
H 2.23 -7.12 2.74 0.07
H 2.53 -5.39 3.56 0.08
H -3.39 -3.43 -0.13 0.06
H -2.59 -2.43 0.94 0.04
H -1.51 -6.05 -0.90 0.07
H -2.64 -5.21 2.48 0.09
H 0.57 -2.65 3.99 0.06
O -6.24 3.29 -0.31 0.03
N -5.63 2.21 -0.37 -0.31
O -6.19 1.10 -0.47 0.06
C -4.17 2.24 -0.33 -0.14
C -3.50 3.46 -0.18 0.01
C -2.11 3.48 -0.12 -0.06
C -1.39 2.29 -0.20 -0.05
C -2.05 1.07 -0.35 -0.06
C -3.45 1.04 -0.42 0.00
H -4.05 4.40 -0.12 0.12
H -1.58 4.43 0.00 0.08
H -0.30 2.31 -0.14 0.10
H -1.48 0.15 -0.42 0.06
H -3.95 0.08 -0.54 0.11
O 6.58 -7.51 2.53 0.07
N 6.59 -6.73 3.49 -0.30
O 5.77 -5.80 3.65 0.02
C 7.63 -6.90 4.51 -0.13
C 8.59 -7.91 4.34 0.00
C 9.60 -8.06 5.30 -0.07
C 9.64 -7.21 6.41 -0.07
C 8.67 -6.21 6.57 -0.06
C 7.66 -6.06 5.62 0.00
H 8.58 -8.58 3.49 0.12
H 10.35 -8.83 5.18 0.11
H 10.43 -7.32 7.15 0.11
H 8.71 -5.56 7.44 0.10
H 6.92 -5.27 5.76 0.09
O -7.27 4.41 -7.65 0.06
N -6.75 4.69 -6.56 -0.33
O -5.80 5.47 -6.40 0.05
C -7.31 4.05 -5.36 -0.14
C -8.37 3.14 -5.49 -0.01
C -8.88 2.51 -4.35 -0.08
C -8.34 2.80 -3.09 -0.06
C -7.30 3.72 -2.97 -0.05
C -6.78 4.35 -4.10 0.01
H -8.79 2.90 -6.46 0.12
H -9.69 1.79 -4.44 0.11
H -8.74 2.31 -2.21 0.11
H -6.89 3.94 -1.98 0.08
H -5.97 5.06 -3.98 0.11
O -6.26 7.04 -2.36 0.05
N -5.35 7.87 -2.19 -0.32
O -4.73 8.02 -1.13 0.07
C -4.99 8.73 -3.32 -0.14
C -5.70 8.62 -4.53 0.00
C -5.37 9.46 -5.59 -0.06
C -4.34 10.40 -5.46 -0.07
C -3.64 10.50 -4.26 -0.07
C -3.96 9.67 -3.18 0.00
H -6.50 7.89 -4.65 0.11
H -5.91 9.39 -6.53 0.11
H -4.10 11.06 -6.29 0.11
H -2.84 11.24 -4.16 0.11
H -3.40 9.77 -2.25 0.12
O -4.76 -5.56 -3.58 0.06
N -4.25 -4.44 -3.75 -0.33
O -3.03 -4.23 -3.79 0.05
C -5.15 -3.30 -3.91 -0.15
C -6.54 -3.49 -3.84 0.00
C -7.39 -2.39 -3.97 -0.06
C -6.86 -1.11 -4.18 -0.06
C -5.48 -0.93 -4.26 -0.06
C -4.62 -2.02 -4.13 0.00
H -6.97 -4.48 -3.68 0.12
H -8.47 -2.53 -3.91 0.11
H -7.53 -0.26 -4.27 0.10
H -5.08 0.07 -4.42 0.11
H -3.55 -1.86 -4.19 0.12
O 6.94 -3.60 7.07 0.03
N 7.85 -2.77 7.23 -0.31
O 8.47 -2.62 8.30 0.07
C 8.21 -1.91 6.10 -0.14
C 7.50 -2.02 4.89 0.00
C 7.83 -1.18 3.83 -0.07
C 8.86 -0.24 3.97 -0.07
C 9.56 -0.14 5.17 -0.06
C 9.24 -0.97 6.24 0.00
H 6.70 -2.75 4.77 0.11
H 7.29 -1.25 2.89 0.11
H 9.10 0.42 3.14 0.11
H 10.36 0.59 5.27 0.11
H 9.80 -0.88 7.17 0.12
O 0.02 5.94 0.32 0.05
N 1.23 6.20 0.42 -0.31
O 1.71 7.00 1.24 0.07
C 2.16 5.51 -0.48 -0.14
C 1.66 4.62 -1.45 0.00
C 2.54 3.99 -2.32 -0.06
C 3.91 4.25 -2.24 -0.07
C 4.41 5.12 -1.27 -0.07
C 3.53 5.76 -0.39 0.00
H 0.59 4.42 -1.52 0.11
H 2.16 3.30 -3.07 0.11
H 4.60 3.76 -2.93 0.11
H 5.48 5.31 -1.21 0.11
H 3.93 6.45 0.35 0.12
```

E_HOMO	-9.04	eV
HOMO-LUMO gap	7.87	eV
E	-150447.88660	eV
multiplicity	1
SMILES string	C#C[C@]1([C@H](Cl)CC)OS(=O)(=O)O[C@]1(P(N)O)P(=O)(O)O.O=[N+]([O-])c1ccccc1.O=[N+]([O-])c1ccccc1.O=[N+]([O-])c1ccccc1.O=[N+]([O-])c1ccccc1.O=[N+]([O-])c1ccccc1.O=[N+]([O-])c1ccccc1.O=[N+]([O-])c1ccccc1
molecular weight	1229.4	g mol⁻¹